No. 1
66
Properties=species:S:1:pos:R:3:forces:R:3:mulliken_charge:R:1 method="wB97M-V/def2-TZVPD" homo_energy_ev=-8.52 total_charge=0 lumo_energy_ha=-0.0279 homo_lumo_gap_ev=7.765 mol_weight_da=657.4
K 0.38134 0.96343 1.16897 0.078 0.033 0.038 0.68
N -0.37208 -1.28559 -0.45210 -0.023 -0.015 -0.019 -0.27
C 0.60044 -1.90278 -1.36142 0.008 0.005 0.007 -1.07
C 1.96422 -1.24394 -1.19263 -0.020 -0.005 -0.006 -0.10
C 2.57510 -1.49111 0.18381 0.014 -0.023 0.023 -0.06
C 3.71981 -0.54605 0.52017 0.002 0.003 0.007 -1.00
N 3.25990 0.85570 0.54854 -0.060 0.002 0.032 -0.45
H -0.37315 -1.73252 0.46267 0.007 -0.010 -0.004 0.21
H -1.31286 -1.37097 -0.81541 -0.001 0.007 0.005 0.17
H 0.25625 -1.74865 -2.38573 -0.005 -0.008 0.000 0.44
H 0.68895 -2.98559 -1.21280 0.002 -0.001 -0.006 0.37
H 1.81596 -0.17106 -1.36142 0.029 0.007 0.009 -0.05
H 2.65134 -1.59624 -1.96794 -0.005 0.001 -0.007 0.41
H 2.94063 -2.52064 0.23733 -0.010 -0.002 -0.011 0.41
H 1.81425 -1.41043 0.96635 0.007 0.007 -0.009 -0.05
H 4.54692 -0.69132 -0.18457 -0.005 -0.002 -0.004 0.37
H 4.10122 -0.78919 1.51233 -0.004 0.004 0.003 0.44
H 3.26589 1.24639 -0.38655 0.027 0.010 0.003 0.17
H 3.89612 1.42089 1.09707 0.028 -0.003 -0.021 0.23
C 1.81571 4.06082 -0.91889 -0.006 0.067 0.080 -1.01
O 0.68412 3.27893 -0.50990 -0.006 -0.093 -0.160 0.08
C -0.34086 3.28100 -1.40197 0.000 0.065 0.057 -0.03
O -0.27811 3.83489 -2.46608 0.012 -0.029 0.021 -0.56
C -1.45805 2.43851 -0.88978 0.007 -0.022 0.011 0.98
C -2.02304 2.71043 0.30479 -0.071 0.055 -0.026 0.41
As -2.16171 4.64025 0.48314 0.058 -0.062 0.018 0.04
C -3.30099 4.91164 2.03965 -0.021 0.002 -0.019 -1.21
C -3.55161 4.48762 -0.96839 -0.033 0.015 0.007 -0.02
C -3.67988 3.57756 -1.94067 -0.002 0.050 -0.005 1.29
As -2.83200 1.75745 -2.08865 -0.026 0.012 -0.022 0.17
C -1.94281 1.84375 -3.83219 0.004 0.008 0.028 -1.21
C -4.68697 3.83250 -3.01113 0.017 -0.031 -0.006 -0.09
O -5.31664 4.84449 -3.17465 -0.002 0.005 0.003 -0.60
O -4.82093 2.75251 -3.80596 -0.011 0.006 0.010 -0.32
C -5.76325 2.89577 -4.87682 0.007 0.004 -0.005 -0.77
C -4.34094 5.77268 -0.89900 0.036 -0.012 -0.034 0.07
O -3.78935 6.81394 -1.13254 -0.012 0.000 0.007 -0.59
O -5.57525 5.75714 -0.39122 -0.013 0.004 0.025 -0.32
C -6.27307 4.52468 -0.17654 0.013 0.006 -0.006 -0.39
C -3.05524 1.80280 0.89356 0.118 -0.109 -0.019 -0.37
O -4.19038 2.09533 1.16546 -0.031 0.031 0.001 -0.63
O -2.51791 0.59436 1.12074 -0.102 0.042 0.008 0.40
C -3.41034 -0.35604 1.73548 0.015 -0.005 0.005 -1.19
H 2.55058 3.95558 -0.12598 0.001 -0.018 -0.005 0.24
H 1.52746 5.10474 -1.02811 -0.005 -0.004 -0.011 0.35
H 2.20452 3.69706 -1.86863 0.010 0.001 0.003 0.35
H -2.69475 4.63668 2.90259 0.003 0.004 -0.004 0.49
H -4.19731 4.30160 2.01379 -0.001 0.005 0.013 0.24
H -3.55004 5.97110 2.08429 0.000 0.000 -0.001 0.47
H -1.76584 2.86614 -4.14875 -0.002 -0.004 -0.002 0.33
H -2.56177 1.31531 -4.55310 -0.022 -0.005 0.020 0.40
H -0.98551 1.33069 -3.73704 0.004 0.001 -0.012 0.40
H -5.75066 1.95047 -5.40999 0.001 -0.002 0.002 0.24
H -5.46554 3.71247 -5.53157 -0.003 0.001 0.001 0.33
H -6.75598 3.10040 -4.48092 0.000 -0.001 0.002 0.30
H -7.04774 4.75214 0.55020 -0.007 -0.001 -0.005 0.28
H -5.62116 3.74662 0.21705 -0.002 -0.001 0.001 0.18
H -6.73230 4.20101 -1.10966 -0.004 -0.011 0.005 0.22
H -2.83002 -1.26592 1.84795 -0.001 -0.002 -0.001 0.31
H -4.27935 -0.50952 1.09852 0.002 -0.005 -0.004 0.37
H -3.72779 0.01455 2.70811 -0.006 0.000 -0.003 0.40
N -0.26914 -1.50929 2.71760 0.088 -0.090 -0.085 -0.66
C -0.64885 -0.70471 3.46973 -0.071 0.096 0.129 0.57
N -1.08594 0.20622 4.30562 0.003 0.016 -0.058 -0.83
C -1.07131 1.41990 3.79980 -0.010 -0.031 -0.011 0.61
N -1.05356 2.48805 3.33404 0.003 0.031 0.011 -0.56


No. 2
16
Properties=species:S:1:pos:R:3:forces:R:3:mulliken_charge:R:1 method="wB97M-V/def2-TZVPD" homo_energy_ev=-14.30 total_charge=+1 lumo_energy_ha=-0.1279 homo_lumo_gap_ev=10.820 mol_weight_da=96.1
O -0.88847 -0.27879 1.90602 0.426 -0.002 -0.273 -0.42
C -0.09815 -0.99276 1.34219 -1.432 0.138 -0.091 -0.03
C 0.51444 -0.65370 -0.01970 0.364 -0.490 2.161 -0.52
N -0.36288 0.17180 -0.87133 1.551 0.370 -0.294 -0.27
H 0.14152 -1.96744 1.78506 0.531 -0.067 -0.046 0.37
H 1.38755 -0.08842 0.29358 0.219 0.303 -0.434 0.33
H 0.89851 -1.58100 -0.41076 -0.188 -0.006 -0.950 0.44
H -0.89227 0.91630 -0.24932 -0.803 -1.201 -0.826 0.31
H 0.22832 0.69740 -1.52230 0.204 0.084 0.224 0.38
H -0.88132 -0.41556 -1.52483 -0.818 0.144 0.584 0.36
H 2.96910 0.04614 -2.58124 -0.026 -0.116 0.017 0.31
H 3.54816 -0.73541 -1.42449 -0.016 -0.080 0.058 0.31
O 2.70488 -0.46144 -1.80270 0.106 0.314 -0.268 -0.61
H -1.81628 2.14505 1.13048 -0.044 -0.038 -0.290 0.36
H -2.88757 1.21690 0.61100 -0.012 -0.193 -0.167 0.36
O -2.09216 1.68090 0.32093 -0.062 0.839 0.595 -0.68


No. 3
67
Properties=species:S:1:pos:R:3:forces:R:3:mulliken_charge:R:1 method="wB97M-V/def2-TZVPD" homo_energy_ev=-11.68 total_charge=+1 lumo_energy_ha=-0.1582 homo_lumo_gap_ev=7.375 mol_weight_da=633.3
C 4.36712 -2.06672 -1.62575 0.423 0.738 0.633 -1.11
C 3.40758 -0.78071 -1.26786 0.043 0.100 0.320 -0.08
C 3.48966 0.39207 -2.44980 -0.803 -1.709 0.693 -0.05
F 2.20269 0.55058 -3.19474 3.000 -0.020 1.983 -0.35
N 3.89764 1.66870 -1.72614 1.028 2.556 0.274 0.33
C 5.24502 2.25988 -2.10294 -2.561 3.676 4.464 0.21
O 6.26095 1.82734 -3.08926 -4.441 1.573 1.608 -0.42
C 5.25584 3.53122 -1.06232 0.713 -3.485 -3.123 0.08
N 6.51463 4.36618 -1.13742 2.920 -5.041 3.717 -0.47
C 7.50336 3.52152 -0.61743 1.816 -4.224 1.251 0.73
O 8.38198 2.58295 -0.16887 -7.484 8.569 -4.005 -0.41
N 4.00654 3.63132 -0.21572 1.740 -4.694 -4.520 -0.11
Br 3.64709 4.95854 1.05684 0.248 -0.867 -0.833 0.18
C 3.15513 2.43514 -0.61987 3.214 1.868 -2.123 -0.02
P 1.42707 1.89315 0.09771 -0.990 -0.308 1.002 0.48
C 0.04102 2.29459 -1.19721 0.877 1.139 -0.878 -0.88
O 1.00822 2.90841 1.48898 1.569 -1.329 -1.493 -0.59
H 4.09052 -2.93700 -0.88434 0.516 1.651 -1.767 0.32
H 4.33575 -2.36674 -2.75892 -0.184 0.402 2.315 0.32
H 5.48033 -1.73614 -1.36886 -2.320 -0.790 -0.652 0.28
H 2.28628 -1.05929 -1.03566 2.277 0.460 -0.785 0.16
H 3.83379 -0.31021 -0.25701 -1.006 -0.966 -2.312 0.24
H 4.30159 0.08178 -3.26541 -1.766 1.166 1.901 0.40
H 5.84222 2.04675 -3.98966 0.898 -0.344 1.626 0.40
H 0.43891 2.19459 -2.29671 -0.357 0.158 2.210 0.37
H -0.23522 3.41811 -1.02095 0.183 -2.153 -0.349 0.25
H -0.87803 1.56906 -1.08207 2.408 1.633 0.208 0.46
H 1.45279 2.56133 2.32106 -0.706 0.285 -1.587 0.34
C -5.89747 4.84413 -0.53923 -0.184 -0.160 -0.296 -1.44
C -4.75999 4.13128 0.16398 -1.233 0.990 -0.060 0.46
C -3.46401 4.88471 0.13341 -0.063 0.974 0.368 -0.51
O -2.50853 3.84566 0.24173 0.101 -1.342 -0.406 -0.23
C -3.08552 2.73414 -0.30434 0.174 -1.177 -0.342 0.60
O -2.49109 1.70579 -0.57089 -2.094 1.545 0.819 -0.61
O -4.42304 2.93110 -0.51430 1.675 -0.697 0.040 -0.34
H -6.24770 5.69919 0.04646 0.072 -0.161 -0.022 0.38
H -5.58868 5.20423 -1.52679 0.057 -0.047 0.174 0.35
H -6.73639 4.15988 -0.70476 0.114 0.136 0.200 0.36
H -5.05417 3.86796 1.18731 0.135 0.038 -0.062 0.26
H -3.36843 5.59179 0.96204 0.156 -0.235 -0.095 0.31
H -3.28940 5.41383 -0.81047 -0.206 -0.061 0.059 0.32
C -1.81647 -0.33930 3.66324 0.141 -0.004 0.358 -1.64
C -0.93157 -0.68523 2.48266 -1.125 0.604 0.689 1.31
C -1.41106 -1.86684 1.69396 -1.011 -0.066 -0.271 -0.53
O -0.21092 -2.35636 1.12446 1.263 0.102 0.338 -0.30
C 0.79224 -2.01039 1.98503 1.800 -0.777 -0.060 0.64
O 1.93064 -2.43790 1.92869 -2.145 0.910 -0.024 -0.60
O 0.34621 -1.11896 2.92218 0.794 -0.769 -0.720 -0.39
H -2.75411 0.11652 3.33176 0.154 -0.055 -0.021 0.37
H -2.05481 -1.23070 4.25393 0.040 0.072 -0.198 0.38
H -1.30376 0.35439 4.33801 -0.107 0.020 -0.205 0.39
H -0.78698 0.19716 1.84738 -0.024 -0.069 -0.086 -0.30
H -2.12874 -1.59089 0.91645 0.239 -0.115 -0.007 0.48
H -1.84371 -2.65935 2.31535 -0.016 0.210 0.051 0.18
C -1.28132 -5.92592 -0.98724 0.179 0.345 -0.052 -1.40
C -1.97563 -6.28427 0.31123 0.841 -0.249 -1.208 0.45
C -3.40453 -6.70367 0.13655 -0.229 -0.738 -0.488 -0.52
O -3.97145 -6.37265 1.39087 0.308 0.855 0.726 -0.33
C -3.24036 -5.32697 1.87942 -0.631 1.085 1.676 0.62
O -3.55966 -4.64695 2.83728 0.697 -1.273 -1.955 -0.54
O -2.09982 -5.14360 1.14637 -0.959 0.157 0.846 -0.19
H -1.06699 -6.82095 -1.57869 -0.035 0.084 0.141 0.40
H -1.89667 -5.25064 -1.59192 -0.016 -0.134 0.128 0.35
H -0.34225 -5.39864 -0.78849 -0.085 -0.227 0.029 0.30
H -1.39346 -7.03781 0.85562 -0.150 0.019 -0.019 0.25
H -3.50740 -7.77270 -0.06918 -0.101 0.177 0.197 0.32
H -3.93348 -6.13752 -0.63873 0.218 -0.010 -0.019 0.31